[1]
A structure of composition C33H37ClO2PbSi2. Source: the Open Molecules 2025 dataset; level of theory: the ωB97M-V functional and the def2-TZVPD basis.

The geometry in XYZ format:
```
76
Properties=species:S:1:pos:R:3:forces:R:3:lowdin_charge:R:1
C -1.81463 -0.82245 5.11022 0.014 -0.322 -0.364 -0.2384
C -2.54074 -0.33740 3.97971 0.581 -0.270 -0.044 -0.2185
C -2.80539 -1.44313 3.11801 0.457 -0.406 0.262 -0.2089
H -2.91987 0.67942 3.84852 0.196 -0.381 0.007 0.0831
C -2.25295 -2.61317 3.71771 -0.111 0.597 0.025 -0.2250
C -1.64785 -2.23305 4.95346 -0.077 0.403 -0.400 -0.2338
H -1.20707 -2.91004 5.68780 -0.112 0.235 -0.265 0.0804
H -1.51947 -0.22975 5.97942 -0.069 -0.241 -0.333 0.0876
H -3.39063 -1.41005 2.19434 0.299 0.000 0.379 0.0830
H -2.34240 -3.62863 3.32443 0.112 0.400 0.156 0.0811
Pb 0.39081 -0.92843 2.97378 -2.006 -0.001 0.297 1.3800
Si -0.28759 -0.06398 -3.23041 1.071 0.700 0.371 0.6723
C 0.13802 1.41435 -4.27268 -0.473 0.104 -0.615 -0.3557
C 1.43319 1.63899 -4.77328 -0.376 0.625 0.013 -0.0983
H 2.21026 0.88182 -4.64675 -0.174 0.204 0.010 0.1068
C 1.72503 2.85001 -5.41231 -0.132 -0.126 0.068 -0.0917
H 2.74094 3.04585 -5.77000 -0.391 -0.045 0.091 0.1005
C 0.71830 3.81078 -5.58783 -0.105 -0.202 0.158 -0.0984
H 0.95070 4.76315 -6.06492 -0.047 -0.259 0.071 0.0967
C -0.58695 3.55416 -5.14995 0.064 0.032 -0.046 -0.0945
H -1.38229 4.28913 -5.31039 0.345 -0.204 0.024 0.1015
C -0.87992 2.35351 -4.49960 0.590 0.284 -0.164 -0.1236
H -1.89208 2.14035 -4.14674 0.282 0.168 -0.093 0.0950
C 0.28157 -1.56119 -4.14607 0.036 -0.595 -0.050 -0.3236
C -0.11939 -1.72497 -5.48214 0.481 -0.486 0.019 -0.0982
H -0.83471 -1.02689 -5.92673 0.269 -0.199 0.091 0.1061
C 0.42098 -2.76516 -6.24757 -0.021 0.062 0.153 -0.0878
H 0.12449 -2.88194 -7.29458 0.128 -0.001 0.380 0.1017
C 1.35433 -3.63980 -5.67544 -0.084 0.255 0.289 -0.0931
H 1.79996 -4.43132 -6.27658 -0.118 0.167 0.126 0.0978
C 1.72219 -3.49744 -4.32941 -0.065 -0.101 -0.147 -0.0877
H 2.45153 -4.17631 -3.87957 -0.259 0.140 -0.208 0.1010
C 1.16785 -2.47721 -3.55638 -0.011 0.125 -0.613 -0.0968
H 1.43896 -2.36063 -2.50372 -0.006 -0.102 -0.378 0.0789
H -1.75235 -0.12098 -3.06818 -0.171 0.166 0.040 0.0089
Si 0.81182 0.41647 -1.13584 -2.327 -0.954 -0.568 0.5271
C 0.01905 -1.19763 -0.45726 0.858 -0.022 0.650 -0.4115
C -1.35501 -1.47963 -0.54628 -0.091 -0.217 -0.152 -0.1413
H -2.04781 -0.76057 -0.99941 0.370 -0.271 0.299 0.0816
C -1.87084 -2.70815 -0.12023 0.153 0.083 -0.161 -0.0745
H -2.94054 -2.90824 -0.21282 0.329 0.067 0.003 0.1135
C -1.02489 -3.67962 0.40491 0.105 0.072 0.102 -0.0939
H -1.42114 -4.65814 0.68232 0.127 0.340 0.070 0.1084
C 0.33267 -3.39208 0.56710 0.132 -0.130 -0.216 -0.1270
H 0.98736 -4.13191 1.03625 -0.153 0.174 -0.250 0.1059
C 0.85780 -2.17384 0.11608 -0.492 -0.324 0.128 -0.2531
H 1.92738 -1.96599 0.21281 -0.294 -0.117 0.029 0.0890
C -0.33343 1.81372 -0.64062 0.484 0.306 0.264 -0.3715
C -1.43677 1.60922 0.19688 -0.275 0.356 -0.270 -0.1294
H -1.58370 0.64762 0.69591 0.009 0.352 -0.121 0.0769
C -2.39364 2.61617 0.35206 0.253 -0.063 -0.018 -0.0859
H -3.27343 2.42184 0.96229 0.119 0.109 -0.077 0.1020
C -2.22083 3.84946 -0.28156 0.151 -0.123 -0.032 -0.0928
H -2.97992 4.62585 -0.18622 0.195 -0.176 -0.005 0.0991
C -1.06771 4.08575 -1.03440 0.101 0.125 0.092 -0.0872
H -0.91161 5.05819 -1.50498 -0.071 -0.244 0.136 0.1032
C -0.11086 3.08246 -1.19319 -0.504 -0.145 -0.061 -0.1095
H 0.79014 3.25122 -1.79216 -0.373 0.075 0.105 0.1084
H 2.24414 0.69954 -1.09868 0.152 -0.219 -0.477 -0.0391
Cl 1.78116 0.68676 1.42033 0.429 0.160 0.877 0.0592
C -0.36345 2.35219 4.01799 -0.003 0.052 -0.190 -0.0660
O 0.52489 1.25650 4.30600 0.510 0.534 0.459 -0.3845
C 1.85439 1.68023 4.66403 -0.443 0.106 -0.491 -0.2063
C 2.59769 0.50631 5.26265 -0.153 -0.567 0.386 -0.1598
O 2.09781 -0.71847 4.68921 0.759 0.027 0.542 -0.4246
C 2.67606 -1.89118 5.27824 0.147 0.102 0.105 -0.0735
H -0.73333 2.26451 2.98626 0.148 0.021 0.266 0.0776
H -1.20446 2.29891 4.71540 0.133 0.049 -0.108 0.0905
H 0.16047 3.31437 4.12673 -0.179 -0.338 -0.043 0.0991
H 2.36961 2.03157 3.76024 -0.176 0.063 0.177 0.0925
H 1.78865 2.48398 5.41574 0.101 -0.194 -0.291 0.1374
H 3.67382 0.59243 5.05382 -0.206 0.000 0.114 0.1400
H 2.43580 0.46487 6.35594 0.075 -0.109 -0.388 0.1370
H 3.73833 -1.97768 4.99060 -0.370 0.015 0.110 0.1029
H 2.59253 -1.83504 6.37679 0.009 -0.057 -0.374 0.1023
H 2.11904 -2.76957 4.92088 0.143 0.357 0.072 0.0892
```
Positions in Å, forces in eV/Å.

Properties
Molecular weight, g mol⁻¹: 764.48
Energy above the lowest of the compared OMol25 structures with the same formula, charge and spin, eV: 0.000
Orbital gap, Ha: 0.262

=====

[2]
A structure of composition C33H37ClO2Si2V. Source: the Open Molecules 2025 dataset; level of theory: the ωB97M-V functional and the def2-TZVPD basis.

The geometry in XYZ format:
```
76
Properties=species:S:1:pos:R:3:forces:R:3:mulliken_spin:R:1
C -1.72080 -0.60627 4.80381 -0.633 0.151 0.914 -0.0383
C -2.24569 -0.16996 3.54740 -1.354 0.089 0.314 0.0182
C -1.95807 -1.16589 2.58232 -1.039 -0.761 -0.364 0.0239
H -2.84829 0.74247 3.39426 0.614 -0.636 -0.026 -0.0012
C -1.24301 -2.22075 3.23405 -0.537 -1.118 -0.209 0.0507
C -1.10203 -1.86996 4.60532 -0.227 -0.742 0.670 0.0570
H -0.57186 -2.45377 5.38046 -0.461 0.431 -0.621 0.0038
H -1.79937 -0.07147 5.76968 0.111 -0.394 -0.826 -0.0034
H -2.27512 -1.16870 1.53010 0.403 0.027 0.619 0.0192
H -0.86963 -3.14015 2.75730 -0.301 0.684 0.272 0.0102
V -0.15073 -0.42557 3.38463 3.371 2.467 -1.406 2.6559
Si 0.70568 0.16147 -0.41510 -0.339 -0.274 -0.175 -0.1035
C -0.34477 1.72387 -0.30561 0.189 -0.033 0.358 -0.0014
C 0.23606 2.91453 -0.75633 -0.213 -0.093 -0.408 -0.0005
H 1.30378 2.95784 -0.98044 -0.269 -0.202 -0.214 0.0001
C -0.53499 4.04230 -0.99191 0.069 0.119 0.496 0.0012
H -0.07540 4.91223 -1.44968 -0.095 0.027 0.120 0.0000
C -1.86877 4.05333 -0.59998 -0.025 -0.351 -0.019 -0.0006
H -2.44281 4.97245 -0.72804 -0.063 -0.395 0.006 0.0000
C -2.42415 2.90540 -0.01031 0.308 0.300 0.187 0.0189
H -3.44368 2.96576 0.34679 -0.106 -0.139 0.023 0.0004
C -1.66709 1.73575 0.16616 -0.068 0.746 -0.296 0.0555
H -2.09957 0.87474 0.70258 0.203 0.376 -0.594 -0.0406
C -0.22903 -1.46055 -0.46586 -0.556 0.300 1.126 -0.0247
C -1.46547 -1.48645 -1.12090 0.357 -0.759 -0.299 -0.0069
H -1.88897 -0.56779 -1.53975 0.195 -0.363 0.000 0.0019
C -2.11612 -2.70728 -1.29837 0.207 0.108 0.286 0.0003
H -2.99749 -2.74809 -1.92732 -0.129 -0.113 0.204 0.0001
C -1.58804 -3.86435 -0.71769 0.271 -0.032 -0.262 0.0008
H -2.07256 -4.82284 -0.89858 0.089 0.188 0.084 0.0001
C -0.40014 -3.81633 0.02401 -0.162 0.134 -0.088 0.0248
H 0.03046 -4.73503 0.41816 -0.183 0.110 0.082 0.0009
C 0.25963 -2.59992 0.19847 -0.338 0.178 -0.567 0.0929
H 1.16294 -2.51111 0.82475 -0.322 -0.153 -0.440 -0.0408
H 0.83186 0.10548 1.12014 0.325 -0.243 1.311 0.1002
Si 1.53119 0.07656 -2.59872 0.260 0.682 -1.830 0.0056
C 1.18889 -1.51588 -3.51374 -0.579 -0.716 -0.710 0.0005
C 0.48333 -1.51771 -4.74000 -0.137 -0.576 0.487 -0.0003
H 0.13926 -0.57067 -5.16644 0.192 -0.357 0.062 0.0000
C 0.13234 -2.72873 -5.35513 -0.041 0.086 -0.087 0.0001
H -0.46547 -2.73230 -6.27848 0.399 0.074 0.383 0.0000
C 0.47428 -3.94738 -4.76482 -0.104 0.014 0.215 -0.0001
H 0.17552 -4.89624 -5.22786 0.081 0.445 0.198 0.0000
C 1.16008 -3.95454 -3.54642 0.269 0.081 0.116 0.0002
H 1.34888 -4.89770 -3.02043 0.076 0.301 -0.350 0.0000
C 1.57088 -2.75338 -2.95771 -0.656 0.135 -0.394 -0.0004
H 2.12276 -2.75617 -2.01762 -0.130 -0.141 -0.151 0.0002
C 0.78922 1.49035 -3.56490 -0.271 -0.564 -1.008 0.0003
C -0.61178 1.45960 -3.61287 0.407 1.103 -0.224 0.0011
H -1.16639 0.72107 -3.03251 0.118 0.219 -0.085 -0.0005
C -1.28728 2.43569 -4.33607 -0.705 0.118 0.004 0.0000
H -2.38231 2.51781 -4.23018 0.560 -0.119 -0.337 0.0000
C -0.58594 3.35791 -5.11529 0.306 0.129 0.388 0.0000
H -1.12605 4.15195 -5.63717 0.188 -0.318 0.063 0.0000
C 0.81813 3.32756 -5.13458 -0.285 0.425 -0.093 0.0000
H 1.36368 4.08647 -5.71109 -0.232 -0.406 0.136 0.0000
C 1.51356 2.39810 -4.36651 -1.048 -0.127 0.303 0.0000
H 2.59650 2.38832 -4.39029 0.007 -0.111 0.142 0.0000
H 2.93221 0.25751 -3.08452 0.121 0.069 0.116 -0.0004
Cl 2.93138 0.19617 -0.55045 1.681 0.050 2.590 -0.0001
C -0.41339 2.53675 4.48673 0.042 0.002 -0.362 0.0342
O 0.39960 1.65532 3.66449 0.803 0.478 0.636 0.0083
C 1.85602 1.85426 3.79586 -0.486 0.030 -0.690 0.0263
C 2.54301 0.68754 4.49849 -0.646 -0.732 0.239 0.0127
O 1.86639 -0.55188 4.10608 0.253 0.724 0.281 0.0377
C 2.29865 -1.69357 4.85440 0.351 -0.220 -0.464 0.0273
H 0.00857 3.54948 4.46800 -0.014 -0.271 0.021 0.0035
H -1.43150 2.59854 4.05603 0.680 -0.304 0.179 -0.0055
H -0.44221 2.14736 5.50893 -0.099 0.161 -0.088 -0.0080
H 2.22774 1.94148 2.76255 -0.195 -0.054 0.337 -0.0077
H 2.07107 2.78862 4.33938 -0.175 -0.335 -0.228 0.0011
H 3.59175 0.61291 4.17202 -0.274 0.137 0.207 0.0000
H 2.48162 0.77680 5.60490 0.060 -0.099 -0.564 -0.0081
H 3.39416 -1.78911 4.72719 -0.507 -0.099 0.229 0.0067
H 1.79326 -2.57025 4.41252 0.313 0.439 0.249 -0.0077
H 2.02163 -1.59398 5.91175 0.122 0.010 -0.177 -0.0024
```
Positions in Å, forces in eV/Å.

Properties
Molecular weight, g mol⁻¹: 608.23
Energy above the lowest of the compared OMol25 structures with the same formula, charge and spin, eV: 0.000
Orbital gap (spin up / spin down), Ha: 0.214 / 0.214
2S+1: 4

=====

[3]
A structure of composition C33H37F3N3O4V. Source: the Open Molecules 2025 dataset; level of theory: the ωB97M-V functional and the def2-TZVPD basis.

The geometry in XYZ format:
```
81
Properties=species:S:1:pos:R:3:forces:R:3:lowdin_charge:R:1
V 0.06395 0.17491 0.33336 -0.527 -2.233 -0.462 1.1189
C -3.96831 -2.31165 1.60576 0.212 0.037 0.068 -0.0234
C -2.85708 -2.27376 0.53819 -0.195 -0.092 -0.083 -0.3576
C -2.76344 -3.65844 -0.12174 -0.027 0.060 0.012 -0.0625
C -3.15840 -1.17891 -0.46598 0.178 0.061 0.167 -0.1220
C -4.14431 -1.39782 -1.40577 0.011 -0.130 -0.039 -0.0023
C -4.53979 -0.39687 -2.28103 0.032 0.141 -0.004 0.0168
C -3.94723 0.85344 -2.22814 0.041 -0.145 -0.122 0.0045
C -2.93748 1.13794 -1.32557 0.105 0.073 0.294 -0.1029
C -2.31440 2.51107 -1.37791 0.045 0.011 -0.175 -0.3673
C -3.35044 3.63907 -1.42296 -0.042 -0.037 0.189 -0.0382
C -1.42757 2.59452 -2.63638 0.024 0.012 0.231 -0.0364
C -2.54731 0.11738 -0.40586 -0.226 -0.219 -0.672 -0.1297
N -1.71608 0.36658 0.70970 -0.151 0.362 0.088 -0.0421
C -2.23531 0.64333 1.97295 -0.074 -0.076 0.615 -0.3884
O -3.33956 1.01410 2.22520 0.027 0.013 -0.079 0.2060
C -1.15367 0.32899 2.96068 -0.109 -0.067 0.036 -0.1174
C -1.23150 0.32365 4.33828 0.002 0.031 -0.104 0.0855
C -0.11397 -0.10065 5.05228 -0.022 0.022 -0.015 0.0496
C 1.03862 -0.49672 4.37697 0.025 -0.036 -0.074 0.0832
C 1.03284 -0.44386 2.99917 0.032 0.086 0.175 -0.1222
N -0.04876 -0.05419 2.32012 0.199 0.372 0.740 0.0598
C 2.15773 -0.76575 2.07177 0.017 -0.127 0.679 -0.3630
O 3.23276 -1.18099 2.37444 -0.137 -0.108 -0.048 0.2074
N 1.69406 -0.51092 0.77924 0.008 0.074 0.154 -0.0156
C 2.50977 -0.59656 -0.35602 0.511 -0.185 -0.583 -0.1379
C 2.04468 -1.45982 -1.38488 -0.063 0.221 0.430 -0.1310
C 2.89537 -1.80430 -2.40784 0.027 -0.041 -0.208 0.0096
C 4.18686 -1.28503 -2.44061 -0.074 -0.065 0.021 0.0179
C 4.61329 -0.38491 -1.47943 -0.067 0.095 0.058 0.0183
C 3.78655 0.02390 -0.44144 -0.237 -0.076 0.087 -0.0884
C 4.24911 1.12852 0.48021 0.252 -0.024 0.005 -0.3546
C 5.43203 0.70399 1.36474 -0.163 -0.021 0.029 -0.0303
C 4.68629 2.34796 -0.35562 -0.142 -0.049 0.124 -0.0399
C 0.66305 -2.05832 -1.27492 0.354 -0.117 -0.207 -0.3527
C -0.07205 -2.15033 -2.60377 -0.153 0.144 0.029 -0.0141
C 0.69428 -3.36528 -0.49587 -0.221 0.048 0.208 0.0055
H -3.71362 -3.02849 2.38772 -0.023 -0.019 -0.018 0.0960
H -4.90270 -2.63248 1.14600 -0.020 0.018 0.000 0.0961
H -4.14062 -1.34071 2.06577 -0.017 0.014 0.019 0.0713
H -1.90195 -2.05659 1.03056 0.024 -0.030 0.010 0.1130
H -3.75747 -4.06927 -0.29421 -0.004 0.000 -0.036 0.0904
H -2.24484 -4.35590 0.53636 -0.044 -0.016 0.014 0.0925
H -2.24704 -3.62961 -1.08203 -0.031 -0.036 0.042 0.0670
H -4.63853 -2.35955 -1.44507 0.029 -0.001 -0.010 0.1292
H -5.31846 -0.58729 -3.00808 -0.024 -0.025 0.033 0.1308
H -4.28052 1.62701 -2.90623 0.028 -0.016 -0.012 0.1281
H -1.72397 2.65134 -0.47238 0.102 0.015 0.006 0.1015
H -3.81630 3.71749 -2.40476 -0.027 -0.015 0.014 0.0853
H -2.85739 4.58972 -1.22080 -0.008 0.010 -0.035 0.0929
H -4.13099 3.49629 -0.67578 -0.007 0.033 0.004 0.0959
H -2.04846 2.49933 -3.52718 -0.003 0.019 -0.007 0.0935
H -0.68326 1.79839 -2.67304 0.084 -0.022 -0.002 0.0707
H -0.91668 3.55591 -2.68573 0.019 0.009 -0.008 0.0938
H -2.14511 0.63769 4.82461 -0.009 0.007 -0.007 0.1494
H -0.14143 -0.12074 6.13367 0.008 -0.013 0.002 0.1402
H 1.92383 -0.83689 4.89731 0.015 0.018 -0.011 0.1488
H 2.57350 -2.49044 -3.18031 -0.013 0.049 -0.018 0.1321
H 4.85587 -1.56941 -3.24181 0.003 -0.018 0.005 0.1316
H 5.60897 0.03246 -1.54678 -0.013 0.006 -0.033 0.1322
H 3.41432 1.41242 1.13089 -0.015 0.053 -0.005 0.1161
H 6.26281 0.35969 0.74874 0.017 0.022 -0.016 0.0921
H 5.16102 -0.09375 2.04983 0.092 0.010 0.011 0.0651
H 5.77391 1.56587 1.93739 0.028 -0.021 0.014 0.0971
H 5.67436 2.17063 -0.77883 0.003 0.041 -0.014 0.0900
H 4.75207 3.23050 0.28059 0.041 -0.008 0.001 0.0959
H 4.00291 2.55993 -1.17280 -0.059 0.057 -0.071 0.0724
H 0.03741 -1.31218 -0.65782 -0.427 -0.658 -0.449 0.0750
H 0.27412 -3.02179 -3.15937 0.042 -0.013 0.023 0.1068
H 0.09713 -1.26398 -3.21519 -0.036 0.002 0.001 0.1028
H -1.14460 -2.26714 -2.44357 0.028 -0.020 -0.019 0.0769
H 1.26215 -4.10018 -1.06737 0.043 0.047 -0.057 0.1175
H -0.30791 -3.76118 -0.34139 0.127 0.008 -0.013 0.0590
H 1.18669 -3.24827 0.47049 0.020 -0.009 -0.012 0.0962
F 1.17667 2.52737 2.07710 -0.019 0.011 -0.163 0.1371
C 0.99041 3.47918 1.12042 -0.196 -0.461 0.176 -0.5359
F -0.25396 3.93708 1.26785 0.040 -0.002 -0.080 0.1927
F 1.85591 4.43076 1.31678 0.116 0.158 -0.203 0.2415
C 1.12933 2.82579 -0.29709 0.581 1.811 0.693 -0.3826
O 1.65120 3.38362 -1.19364 -0.236 -0.568 -0.154 0.2503
O 0.53657 1.62314 -0.32209 0.270 1.533 -1.178 -0.0914
```
Positions in Å, forces in eV/Å.

Properties
Molecular weight, g mol⁻¹: 647.61
Charge: +2
Orbital gap (spin up / spin down), Ha: 0.209 / 0.209